ORCA calculation (ωB97M-V/def2-TZVPD) on 7 unconnected molecules or ions with the total composition C22H60N2O13 at a distorted geometry.

The geometry in ORCA input format:
```
! wB97M-V def2-TZVPD RIJCOSX def2/J DEFGRID3
* xyz 0 1
H 3.20 1.92 1.92
C -0.09 0.59 -3.56
C 2.51 0.07 1.57
H -1.11 -4.55 -3.10
C -2.19 0.40 -6.16
H -3.00 3.63 1.81
H 1.13 2.48 -0.46
H -2.52 -1.90 0.56
H -0.44 1.74 0.64
H -1.05 -1.54 2.48
H 5.93 -2.78 -1.51
H -1.22 5.15 3.40
H -2.54 1.69 -0.63
H -2.60 -0.42 -6.80
C -1.13 -2.51 2.05
O 0.66 4.52 1.82
H -0.39 -2.39 -2.26
C -3.11 -3.08 -2.68
O 4.18 -2.34 -0.51
H -3.47 -0.92 3.22
H -1.08 -3.21 2.90
H -4.20 -2.91 -2.49
H 0.54 0.60 -4.45
H -1.80 1.83 -4.10
C 3.60 3.67 -0.04
O -0.48 -0.01 -0.44
O -2.55 -4.10 -1.87
O 3.16 2.52 -0.67
H 3.83 -3.68 -2.02
H 2.84 4.05 0.62
H 2.11 0.72 -2.08
H 3.20 0.90 3.39
H -1.24 3.34 3.21
C -2.40 1.08 0.29
H -2.90 1.22 -6.25
H 1.63 -2.04 -0.53
H 2.42 0.31 0.51
C 1.85 2.66 -1.24
H 3.14 -4.08 -0.45
H 0.03 2.48 -3.20
H -1.77 1.64 4.90
C -1.24 0.67 4.79
H -1.01 -5.16 -1.49
H -3.67 -3.27 2.72
O -3.14 -0.06 3.53
O -2.03 0.00 -4.80
C -1.02 0.81 0.58
O -2.76 4.30 2.44
H 0.09 -0.41 -3.11
C -1.39 4.31 2.69
H 6.11 -2.03 0.07
C -0.68 4.60 1.47
H 1.65 -0.53 1.68
C 1.96 -2.62 -1.40
H 1.04 -4.40 -0.86
H -0.20 0.58 -1.15
H -0.59 -2.86 -0.70
C 3.33 -3.25 -1.14
C 5.52 -2.76 -0.49
H -0.94 0.37 1.55
H 2.12 2.06 -3.27
H 3.78 4.53 -0.61
H -2.93 -0.35 5.54
H -3.12 -3.35 -3.74
H 4.54 3.45 0.55
H -0.67 0.79 3.89
H -1.86 -1.36 4.52
C -0.29 -3.25 -1.69
H -2.91 0.14 0.02
H -0.95 5.59 1.08
C 2.62 1.18 2.46
H 0.88 5.36 2.22
O 3.61 -0.80 1.76
H 1.96 -1.95 -2.25
H -1.27 0.71 -6.69
H -2.14 0.60 -3.09
H -2.57 -2.16 -2.50
H 1.69 3.66 -1.56
H -2.92 1.11 2.09
H -0.88 3.94 0.64
C -2.29 -0.34 4.64
H -2.51 -3.64 0.91
O -3.54 -2.50 2.20
N 1.03 -3.77 -1.67
O -0.35 0.48 5.85
C -1.32 -4.28 -2.03
O -2.93 1.73 1.38
H 5.69 -3.78 -0.05
O 1.34 1.72 2.73
N 0.23 1.64 -2.63
H 3.75 -1.22 0.89
C -2.42 -2.70 1.35
H -0.32 -2.79 1.33
C 1.65 1.67 -2.37
H -0.09 -0.41 5.79
C -1.52 0.79 -3.99
H 1.17 2.44 2.11
*
```

Output
**LUMO energy**: 0.506 eV
**Kohn-Sham gap**: 9.645 eV
**E**: -1961.562384 Ha
**SMILES**: COCCNCCOC.COCCNCCOC.OCCO.OCCO.OCCO.OCCO.CCO
**ΔE to the lowest compared entry with this formula, charge and spin**: 2.693 eV

ORCA calculation (ωB97M-V/def2-TZVPD) on 6 unconnected molecules or ions with the total composition C22H60N4O7 at a distorted geometry.

The geometry in ORCA input format:
```
! wB97M-V def2-TZVPD RIJCOSX def2/J DEFGRID3
* xyz 0 1
H -0.89 2.02 -4.23
H 0.79 3.75 -0.17
C 2.65 -1.48 -1.81
H -1.24 -0.07 0.41
H 3.57 -2.05 -1.62
H 3.15 4.19 2.82
H 1.56 0.33 1.63
N 0.61 3.34 3.19
N 1.64 -1.87 -0.83
C -1.96 1.52 -0.86
C -2.91 2.98 -4.00
H 1.24 3.04 3.93
H -3.29 -1.18 -5.07
H -2.16 1.34 -5.20
H 1.86 -3.95 -1.26
H 2.34 -1.60 -2.85
O 1.64 -1.16 5.31
H -5.96 -2.00 -2.30
H 0.55 -1.08 1.85
H 4.96 4.13 1.20
C 3.03 -0.02 -1.57
H -4.69 -1.30 0.92
H -3.58 -2.67 0.59
H 4.82 5.20 -0.17
C -1.69 -5.16 0.17
H 3.72 0.31 -2.36
H -4.29 -0.54 -1.43
C 1.21 -0.38 2.37
H -2.27 1.98 0.08
H 0.16 4.99 0.92
H -1.61 -5.04 1.26
C 0.35 3.93 0.81
H -2.16 -0.90 -3.72
H -3.44 2.21 -3.43
C -3.89 -1.67 0.27
C 1.07 -3.19 -1.17
H 4.56 1.95 -0.33
O -0.70 -0.39 -1.56
C 2.35 -1.13 3.05
H 0.73 -1.11 7.13
H 0.22 -2.47 6.03
H -3.06 -0.99 0.50
N -5.71 -2.02 -1.31
C 3.75 1.40 0.17
H -4.13 3.09 -5.47
O -3.70 -2.26 -3.43
H 2.06 5.49 2.39
H 0.46 -3.70 0.87
H 2.15 -2.01 0.04
H -2.80 1.04 -1.37
H 4.64 5.89 1.43
H -3.80 -0.20 -3.71
O -3.74 3.73 -4.87
H 3.00 -0.29 3.33
C 1.31 3.49 1.91
H -5.81 -3.00 -1.05
H 1.82 2.54 1.74
H 0.60 0.10 3.14
C -3.20 -1.07 -3.99
H 1.07 -2.63 3.90
C -3.38 -2.44 -2.07
O 3.63 0.08 -0.30
H -0.06 2.58 3.10
C 2.44 4.51 2.05
C 1.90 -2.00 4.22
H 0.58 -3.13 -2.14
H 2.13 0.60 -1.60
C 0.05 -3.62 -0.14
H -0.01 1.00 -0.09
H 2.79 -2.61 4.44
H -0.68 -2.80 -0.06
H 0.07 -0.97 -1.36
H 3.92 1.40 1.24
H -2.49 3.62 -3.22
H -1.63 2.37 -1.46
H 2.86 1.98 -0.10
H -2.34 -2.22 -1.81
H 3.86 -2.42 2.49
H -1.92 -6.21 -0.03
H 1.80 -2.47 6.89
H 3.57 -1.20 1.44
H -2.56 -4.58 -0.17
C -0.91 0.49 -0.48
O 3.04 4.74 0.80
C -1.79 2.29 -4.78
H -0.59 3.39 0.90
H -3.52 -3.51 -1.89
O -0.52 -4.84 -0.51
C 1.04 -1.85 6.40
C 4.41 5.00 0.82
N 3.13 -1.89 2.04
H -1.52 2.90 -5.64
C -4.31 -1.60 -1.19
*
```

Output
**LUMO energy**: 0.585 eV
**Kohn-Sham gap**: 9.488 eV
**E**: -1619.785960 Ha
**SMILES**: COC[C@H](C)N.COC[C@H](C)N.COC[C@H](C)N.COCCNCCOC.CCO.CCO
**ΔE to the lowest compared entry with this formula, charge and spin**: 0.384 eV

ORCA calculation (ωB97M-V/def2-TZVPD) on 8 unconnected molecules or ions with the total composition C22H60O10 at a distorted geometry.

The geometry in ORCA input format:
```
! wB97M-V def2-TZVPD RIJCOSX def2/J DEFGRID3
* xyz 0 1
C 0.44 -0.72 0.15
O -5.30 -2.27 -1.14
C -3.34 -1.44 -2.27
C -0.47 -5.78 -1.94
H 2.22 5.61 -3.20
H 2.75 1.33 4.85
H 1.19 -1.06 -0.63
H -2.47 -1.57 -2.74
C 0.40 -3.43 3.93
C 3.12 3.70 -2.14
H 1.52 -4.02 0.08
H -0.03 -1.78 5.17
H -4.54 -4.74 -1.62
H 1.26 3.76 3.80
H 0.83 3.56 -4.09
H 1.15 -1.29 1.88
O 1.75 5.45 -1.30
C -2.08 5.41 0.74
H 0.73 -4.39 4.48
H 1.50 -2.90 -3.68
C 1.38 -0.82 -4.16
H -3.05 -3.98 -0.79
H 0.22 -0.01 -1.91
H 0.92 -3.37 -1.09
H 0.32 -6.18 -2.50
C -1.01 4.33 0.78
H 1.86 1.89 6.96
H -0.96 -4.38 -0.12
H 1.99 -4.80 -1.28
H 1.14 3.28 6.47
C -0.16 -5.18 -0.63
H 2.42 -0.61 -2.75
H -0.94 -6.39 0.54
H -3.00 4.99 0.54
C 0.83 3.89 -3.01
O -0.05 -6.23 0.34
H -1.27 -6.65 -2.15
H -0.19 -3.73 3.00
H -0.49 0.31 -4.26
H 0.46 -2.67 -5.27
C 1.14 -4.39 -0.80
C 0.75 -2.22 -4.23
C -3.71 -3.98 -1.70
O 1.55 -2.74 3.55
H 0.96 1.34 -4.65
H 3.45 3.11 -3.00
C 2.04 4.72 -2.49
C 0.00 0.60 -0.31
H 1.00 1.00 3.66
H 0.02 4.55 -2.81
C 2.01 2.68 6.38
H 2.91 3.32 6.57
H 2.38 -0.76 -4.69
C 0.51 0.34 -4.70
H 2.21 -3.04 4.15
C 1.94 2.15 4.89
C -4.36 -2.62 -2.05
O 0.78 1.43 4.58
H -0.30 -1.38 0.28
H 2.93 3.01 -1.31
H -3.13 -4.14 -2.51
H -1.90 6.01 1.73
H -0.94 3.62 -0.14
H 1.50 6.37 -1.68
H -1.98 -3.74 5.05
O -1.48 -3.15 5.53
H 0.80 4.88 -0.08
O 0.31 4.77 0.68
H 0.25 0.16 -5.77
C 2.23 3.16 3.81
H -1.04 3.99 3.02
C -0.58 -2.47 4.65
O -0.50 0.50 -1.53
H -4.79 -2.76 -3.11
O 0.89 -0.43 1.43
H -2.18 2.92 2.30
H -0.80 0.99 0.25
H -2.79 -1.30 -1.24
H -0.77 -4.89 -2.58
H 2.93 3.87 4.18
O 1.64 -0.49 -2.82
H -0.48 2.58 2.22
H 0.61 3.17 -2.17
H -1.90 6.27 0.06
H 2.35 2.75 2.80
H -0.26 -2.09 -3.74
H -3.99 -0.60 -2.60
C -1.22 3.47 2.05
H 3.94 4.26 -1.89
H 0.77 1.33 -0.62
H -5.69 -1.29 -1.49
H -1.08 -1.91 3.83
*
```

Output
**LUMO energy**: 0.357 eV
**Kohn-Sham gap**: 9.562 eV
**E**: -1626.193086 Ha
**SMILES**: CC(C)O.CC(C)O.CC(C)O.CC(C)O.CC(C)O.CC(C)O.OCCO.OCCO
**ΔE to the lowest compared entry with this formula, charge and spin**: 10.749 eV

ORCA calculation (ωB97M-V/def2-TZVPD) on a molecular structure, C22H62InN4Na2O11S at a distorted geometry.

The geometry in ORCA input format:
```
! wB97M-V def2-TZVPD RIJCOSX def2/J DEFGRID3
* xyz 3 1
H -12.67 9.81 -7.92
H -11.40 9.16 -2.10
C -15.00 8.81 -4.55
O -11.41 13.17 -6.92
H -12.85 15.26 -9.94
H -7.39 13.31 -10.82
O -15.59 13.21 -6.39
H -14.97 10.02 -8.36
H -13.63 13.54 -2.86
H -9.55 10.23 -5.66
C -7.23 10.99 -9.47
H -17.66 12.86 -4.65
O -9.75 9.72 -3.13
C -8.41 9.36 -3.46
C -8.42 11.92 -9.53
H -6.37 11.51 -9.01
H -15.10 7.74 -4.76
O -12.33 9.35 -8.70
H -9.78 12.75 -8.23
H -15.39 13.63 -2.83
H -15.23 9.36 -5.47
C -15.05 17.09 -4.83
H -9.22 11.44 -10.13
C -16.79 12.44 -6.57
H -15.56 8.87 -9.62
H -13.39 9.98 -10.34
H -15.76 9.07 -3.82
H -12.82 13.78 -8.00
H -14.26 17.19 -6.67
H -6.41 8.69 -6.12
H -17.54 13.07 -7.04
H -7.98 8.63 -2.77
H -7.07 7.90 -8.37
H -13.01 12.77 -10.01
H -8.97 13.89 -10.29
H -15.67 16.60 -2.88
O -13.32 10.34 -3.51
H -5.65 8.91 -8.78
H -16.38 15.50 -4.15
O -15.36 15.74 -10.98
H -18.36 11.51 -5.45
H -14.37 14.00 -7.66
H -7.84 10.29 -3.29
H -6.45 7.56 -4.79
C -13.59 9.02 -4.03
In -12.34 15.56 -5.51
H -13.34 10.91 -4.29
C -15.51 16.07 -3.82
O -14.39 15.21 -3.72
C -10.53 8.67 -2.53
H -10.74 7.87 -3.23
H -9.37 11.28 -7.73
C -8.20 8.92 -4.90
H -7.58 13.84 -9.16
H -16.72 11.33 -4.71
H -6.05 9.30 -4.59
H -8.54 9.55 -6.84
H -13.42 8.36 -3.18
H -16.69 11.62 -7.29
N -14.45 16.43 -6.03
C -13.90 13.38 -10.21
O -12.83 11.15 -6.79
O -7.56 9.85 -8.75
C -13.68 14.71 -9.48
H -13.16 8.18 -10.10
S -12.01 12.11 -6.08
H -16.44 18.68 -4.50
H -12.91 8.84 -4.87
C -14.47 14.21 -2.73
C -8.08 13.34 -9.98
O -10.92 11.47 -5.29
H -13.95 15.94 -12.48
C -16.26 17.94 -5.28
H -13.95 13.55 -11.28
N -8.99 12.11 -8.17
C -14.75 9.12 -8.94
C -13.39 9.14 -9.61
H -14.46 16.72 -9.43
H -14.81 12.87 -9.89
H -6.89 10.79 -10.49
H -14.28 17.76 -4.45
H -14.15 17.37 -11.47
Na -11.09 11.88 -2.84
H -15.64 15.50 -8.99
C -14.69 16.54 -11.92
O -12.88 12.79 -5.04
N -8.61 9.89 -5.89
H -14.93 12.59 -6.03
C -17.40 11.99 -5.25
Na -8.81 12.33 -5.26
C -14.85 15.73 -9.71
H -15.12 15.79 -6.45
H -10.00 8.28 -1.65
H -17.17 17.37 -5.50
C -6.71 8.73 -8.98
H -15.39 16.84 -12.70
H -8.72 7.95 -5.00
H -6.89 8.45 -10.02
H -16.06 18.45 -6.23
C -6.72 8.57 -5.07
H -14.52 14.57 -1.69
H -14.64 8.35 -8.16
N -13.55 14.51 -8.03
*
```

Output
**LUMO energy**: -13.825 eV
**Kohn-Sham gap**: 2.133 eV
**E**: -2833.972549 Ha
**ΔE to the lowest compared entry with this formula, charge and spin**: 0.000 eV

ORCA calculation (ωB97M-V/def2-TZVPD) on 10 unconnected molecules or ions with the total composition C22H62N10O10 at a distorted geometry.

The geometry in ORCA input format:
```
! wB97M-V def2-TZVPD RIJCOSX def2/J DEFGRID3
* xyz 0 1
H -1.30 5.20 3.62
C -3.16 6.29 2.91
H 6.85 -0.46 -0.32
H -1.50 -4.84 -4.41
C -3.02 3.92 3.91
O -1.35 2.54 -2.45
H 3.51 -0.24 -7.08
H -3.40 1.03 -4.32
H -5.14 3.82 0.54
H 5.98 1.43 2.14
H 4.29 -4.58 -0.28
C -3.29 3.29 2.52
H -5.39 2.69 3.09
N -3.00 -2.61 3.80
C 5.95 -3.20 1.35
O 3.46 -1.83 2.43
C 3.17 0.77 1.44
C -4.39 2.33 2.83
H -4.40 6.25 -0.30
H -5.21 6.49 1.20
H -2.78 7.31 2.89
H 3.30 -3.51 -0.83
O -0.67 -5.03 -3.98
C -3.22 5.63 1.49
H 1.22 0.37 -4.95
H 5.30 0.14 3.13
C -3.98 -0.31 -5.73
H -1.63 6.76 0.73
H -1.73 5.18 -0.17
H 6.58 -3.82 0.70
O 1.94 -1.87 -4.93
C 5.45 -1.89 -0.92
H 6.53 -0.25 2.21
H -2.72 -1.63 -6.41
H 2.45 0.37 0.73
C -2.35 5.33 3.88
H -2.41 3.39 4.65
O -4.20 3.80 0.34
N -4.13 0.55 -4.82
N -2.79 -0.76 -5.91
H -1.25 3.33 1.89
H 3.30 -3.95 0.92
H -3.98 7.58 0.83
H -3.66 -2.95 4.49
O 0.10 -1.09 -1.71
O -2.07 -6.97 1.18
H 6.35 -2.42 -1.20
H -4.43 1.63 1.99
H -1.11 -4.74 0.65
H -4.29 1.75 3.75
C -1.83 5.69 0.78
H -4.08 6.36 3.48
H -0.99 5.21 1.28
H 2.60 -1.95 2.01
C 3.91 -3.62 0.08
C 2.39 -1.00 -5.64
H -3.92 4.07 4.51
H -0.63 -7.10 -1.60
H 6.21 -0.03 -1.87
H 3.21 1.85 1.61
H -2.15 5.67 4.89
C 5.65 0.39 2.12
C 5.95 -0.50 -0.93
H -0.60 -3.82 5.30
O -5.00 -0.67 -6.38
H 0.46 -1.68 -2.37
N 3.39 -1.01 -6.43
H -5.07 0.54 -4.44
N 4.20 -1.48 1.29
H -2.33 -1.57 -1.02
H 6.50 -2.40 1.84
H -3.41 -2.52 -1.47
H -2.26 -3.44 5.70
C -1.72 -2.90 3.92
N -0.98 -5.42 -0.09
H 2.46 1.03 -6.02
H 2.68 0.44 2.36
H -2.07 -0.62 -5.22
N 1.95 0.25 -5.63
H 5.56 -3.80 2.17
H -1.08 1.68 -2.15
C 4.49 -0.02 1.14
N -1.12 -7.49 -0.80
H -3.29 -2.35 2.87
C -2.03 2.59 2.03
H 3.97 -1.83 -6.55
H -0.65 -5.14 -1.00
H -1.71 1.84 2.75
N -1.52 -3.49 5.02
H -2.13 2.74 -1.93
O -0.88 -2.64 3.03
C -4.23 6.52 0.74
C 4.94 -2.54 0.54
H 4.67 -1.95 -1.68
H 5.20 1.47 -0.36
C 4.92 0.41 -0.33
O -3.25 -1.78 -0.89
H 0.37 -1.46 -0.88
H -2.11 2.13 1.04
C -1.48 -6.64 0.14
H -1.20 -8.49 -0.66
H 4.02 0.33 -0.94
N -3.70 4.30 1.54
H -0.06 -4.40 -4.36
*
```

Output
**LUMO energy**: -0.092 eV
**Kohn-Sham gap**: 7.828 eV
**E**: -2175.284358 Ha
**SMILES**: CC1(C)CCCC(C)(C)N1O.CC1(C)CCCC(C)(C)N1O.NC(N)=O.NC(N)=O.NC(N)=O.NC(N)=O.O.O.O.O
**ΔE to the lowest compared entry with this formula, charge and spin**: 1.296 eV